Density functional theory data (the ωB97M-V functional and the def2-TZVPD basis) for a molecular structure, C47H47GeN2O9RbS4SeTe.

Cartesian coordinates (Å):
Rb -0.79395 -0.69538 -0.12098
S 4.02530 1.36758 5.46536
C 3.61507 2.94537 5.98676
C 2.37770 3.30373 5.54601
C 1.72443 2.25948 4.83823
C 2.48055 1.12630 4.75175
C 2.10244 -0.14514 4.11527
C 1.58746 -0.14435 2.79962
N 1.19375 -1.22650 2.17346
C 1.23581 -2.40113 2.83012
C 1.73221 -2.51902 4.13738
C 1.68372 -3.78841 4.80752
C 1.10735 -4.85704 4.21812
C 0.56477 -4.76645 2.89162
C -0.14395 -5.82065 2.28966
C -0.67232 -5.65415 1.03283
C -0.38573 -4.44545 0.35975
N 0.25680 -3.44402 0.90186
C 0.68205 -3.56879 2.17135
C -1.55012 -6.64082 0.39095
C -2.68906 -6.37584 -0.31352
C -3.32653 -7.56197 -0.77142
C -2.67010 -8.69675 -0.40769
S -1.25576 -8.33661 0.49133
C 2.19451 -1.35236 4.76548
H 4.31982 3.53372 6.55156
H 1.93180 4.26960 5.73812
H 0.72015 2.31662 4.43849
H 1.50434 0.79195 2.25536
H 2.08255 -3.85673 5.81330
H 1.03100 -5.80267 4.74303
H -0.32207 -6.73584 2.84447
H -0.72619 -4.31120 -0.66204
H -3.08573 -5.37626 -0.46222
H -4.24468 -7.55630 -1.34156
H -2.93077 -9.72010 -0.62502
H 2.57146 -1.40184 5.78192
O -3.12828 1.08107 -0.53376
S -3.67216 0.94779 0.81664
O -4.19832 2.20398 1.32764
O -2.76478 0.27958 1.73776
C -5.12387 -0.15035 0.72915
C -6.29857 0.44773 1.17802
C -7.49302 -0.25062 1.25782
C -7.52853 -1.58083 0.88420
C -6.37206 -2.18856 0.42138
C -5.16454 -1.50129 0.33153
S -3.80017 -2.51085 -0.32166
O -2.95109 -2.84335 0.81743
O -4.46410 -3.68066 -0.88954
O -3.13835 -1.68929 -1.32168
H -6.24226 1.48497 1.47460
H -8.38742 0.24809 1.61349
H -8.45113 -2.14702 0.94272
H -6.38157 -3.22024 0.10081
O -0.06630 1.37205 -2.20026
C 0.19859 0.82746 -3.49945
C 0.78671 -0.64178 -3.43236
O 0.96909 -1.17287 -4.53404
O 1.00461 -1.10015 -2.28477
C -1.08493 0.75165 -4.32242
C -2.25715 0.28924 -3.72991
C -3.42499 0.16084 -4.46719
C -3.43944 0.48860 -5.81466
C -2.27187 0.93733 -6.41801
C -1.10532 1.06365 -5.67820
C 1.20784 1.80002 -4.10151
C 2.43116 1.40959 -4.63034
C 3.32049 2.35943 -5.12322
C 2.99817 3.70725 -5.10268
C 1.77271 4.10511 -4.57940
C 0.89261 3.15873 -4.08237
H -0.96238 1.14891 -1.91581
H -2.30952 -0.00832 -2.68909
H -4.31239 -0.21196 -3.97154
H -4.35035 0.38608 -6.39328
H -2.26493 1.18406 -7.47393
H -0.19539 1.39489 -6.16179
H 2.68068 0.35810 -4.65938
H 4.27531 2.03538 -5.52103
H 3.69513 4.44369 -5.48644
H 1.50678 5.15580 -4.55051
H -0.05515 3.46586 -3.65694
C 3.58756 6.04564 0.98661
Ge 2.67033 4.29653 0.97931
C 3.77990 3.02286 1.96162
C 2.33461 3.75710 -0.86217
C 0.99337 4.59625 1.95686
Se -0.34963 3.17501 1.89192
C -1.13782 3.68971 0.18977
H 4.55682 5.98732 0.48730
H 3.75127 6.38974 2.01030
H 2.98150 6.79088 0.46773
H 4.79567 3.01746 1.56272
H 3.37574 2.01566 1.85555
H 3.81901 3.27893 3.02261
H 3.26469 3.53566 -1.39101
H 1.82325 4.55591 -1.40226
H 1.71235 2.86226 -0.90879
H 0.50299 5.50893 1.61041
H 1.23828 4.75116 3.00998
H -0.46239 3.45477 -0.62964
H -1.34239 4.75876 0.23423
H -2.06587 3.13598 0.07787
C 5.20831 0.36972 0.04082
Te 3.27112 0.10405 -0.87086
C 3.27202 -1.96447 -0.39241
H 5.16631 0.23860 1.12233
H 5.56862 1.37480 -0.17830
H 5.90047 -0.35321 -0.39018
H 4.03473 -2.47732 -0.97539
H 2.28819 -2.34338 -0.65383
H 3.45338 -2.08668 0.67465

Calculated values
E_LUMO: 0.119 hartree
relative energy (zero: lowest compared OMol25 entry of this formula, charge and spin): 73.25 kJ/mol
energy: -8969.29955 Eh
total charge: -2
orbital gap: 6.197 eV
HOMO: -3.0 eV



Density functional theory data (the ωB97M-V functional and the def2-TZVPD basis) for a molecular structure, C47H49ClCrNO3P2S4.

Cartesian coordinates (Å):
Cr 0.26886 -0.75081 -0.05525
O 2.42104 -3.87416 0.50580
S 1.56890 -2.80718 0.88094
O 0.24124 -2.72494 0.15875
O 2.07794 -1.41167 0.65763
C 1.15957 -2.92524 2.58002
C 1.35988 -4.14250 3.20675
C 0.94455 -4.29963 4.52148
C 0.32128 -3.24846 5.17203
C 0.13138 -2.02750 4.53225
C 0.56366 -1.83554 3.22755
P 0.39604 -0.21492 2.39563
C -0.83966 0.77507 3.26058
C -0.66561 1.14755 4.59841
C -1.60366 1.95499 5.21679
C -2.70641 2.42072 4.50605
C -2.85733 2.09547 3.16828
C -1.91789 1.28030 2.55218
C 1.92885 0.67892 2.78208
C 3.11982 0.01694 3.07072
C 4.24668 0.73958 3.43088
C 4.19305 2.12429 3.50959
C 3.00885 2.79025 3.22137
C 1.88111 2.07298 2.85437
H 1.83290 -4.95226 2.66659
H 1.09880 -5.24389 5.02544
H -0.02277 -3.36961 6.19049
H -0.37267 -1.23405 5.06480
H 0.21451 0.83660 5.14852
H -1.46989 2.23476 6.25327
H -3.43569 3.05173 4.99678
H -3.70309 2.47248 2.60506
H -2.01701 1.04138 1.50880
H 3.17372 -1.06290 3.03440
H 5.16450 0.21706 3.66549
H 5.07048 2.68373 3.80700
H 2.96058 3.86934 3.29849
H 0.95235 2.59829 2.66373
Cl -2.31932 -2.18077 1.92495
C -3.67471 -1.19492 1.45819
C -4.81516 -1.25079 2.24121
C -5.92808 -0.51182 1.87346
C -5.89925 0.26124 0.72020
C -4.74987 0.30927 -0.04987
C -3.60388 -0.40089 0.32008
P -2.16622 -0.40231 -0.81104
C -2.74550 -1.64731 -1.99552
C -3.49078 -1.33061 -3.12719
C -4.01221 -2.34865 -3.91134
C -3.80710 -3.67715 -3.56226
C -3.07957 -3.99255 -2.42310
C -2.54566 -2.98119 -1.63878
C -2.16925 1.23306 -1.61172
C -1.66962 1.36118 -2.91053
C -1.55441 2.61226 -3.49934
C -1.92004 3.75252 -2.79632
C -2.40750 3.63509 -1.50190
C -2.53316 2.38477 -0.91313
H -4.82630 -1.87836 3.12197
H -6.82282 -0.55432 2.48096
H -6.77457 0.81787 0.41306
H -4.74700 0.90057 -0.95639
H -3.67726 -0.29991 -3.40056
H -4.58848 -2.10264 -4.79381
H -4.22328 -4.46654 -4.17404
H -2.92813 -5.02700 -2.14286
H -1.97333 -3.23361 -0.75249
H -1.39321 0.47988 -3.47617
H -1.19312 2.69342 -4.51718
H -1.84304 4.72751 -3.26149
H -2.71284 4.51728 -0.95277
H -2.94404 2.31934 0.08511
C 4.64995 -2.60713 -2.96898
C 4.73283 -1.08818 -3.09693
S 3.45713 -0.15077 -2.20063
C 2.34667 0.40520 -3.50889
C 1.39749 -0.63729 -4.07271
S 0.29567 -1.40922 -2.84623
C 0.64032 -3.17487 -3.08659
C 2.01383 -3.69052 -2.67147
S 3.33331 -3.43353 -3.90228
H 4.58909 -2.91253 -1.92268
H 5.57545 -3.02919 -3.36367
H 4.71678 -0.78150 -4.14323
H 5.68330 -0.75314 -2.67926
H 2.93280 0.83675 -4.32241
H 1.77051 1.21701 -3.06651
H 1.95456 -1.44077 -4.54268
H 0.74926 -0.17956 -4.82297
H 0.44608 -3.37414 -4.14192
H -0.14245 -3.68230 -2.51877
H 1.92853 -4.76612 -2.51106
H 2.33775 -3.24719 -1.73437
C 3.49571 3.33622 -0.40878
C 2.02970 3.45354 -0.85683
C 1.95266 3.80077 -2.35041
C 1.26560 4.50030 -0.02874
C 1.38256 2.15226 -0.61203
N 0.84312 1.15882 -0.41214
H 3.98639 4.28888 -0.60955
H 4.00998 2.55127 -0.96391
H 3.56873 3.12255 0.65707
H 2.34825 4.80910 -2.47409
H 0.92591 3.78571 -2.71533
H 2.56440 3.12951 -2.94794
H 1.73720 5.46949 -0.19123
H 1.30805 4.27354 1.03639
H 0.22272 4.56594 -0.34133

Calculated values
E_LUMO (alpha / beta): -0.247 / -0.200 hartree
relative energy (zero: lowest compared OMol25 entry of this formula, charge and spin): 0.00 kJ/mol
energy: -5880.60553 Eh
expectation value of S²: 3.85
total charge: +2
orbital gap (alpha / beta): 5.956 / 7.244 eV
spin multiplicity: 4
HOMO (alpha / beta): -12.7 / -12.7 eV